63
Properties=species:S:1:pos:R:3:forces:R:3 method="wB97M-V/def2-TZVPD" energy_ev=-65003.26425 charge=+1
H -2.4543 -6.8060 -2.3129 0.0 0.2 -0.2
O 0.2164 0.6093 0.3510 0.2 0.5 -0.7
C 0.5933 3.1701 1.2299 -0.2 0.5 -0.3
O 6.0933 4.1744 1.5428 1.6 1.3 -0.7
O 4.5714 6.0120 1.3846 0.4 0.1 -0.6
H -5.5874 -6.8559 -3.2502 0.2 0.0 -0.2
H 3.0944 0.6413 -1.8120 0.0 0.0 0.0
C 3.4644 -0.0216 -1.0271 0.0 -0.1 0.0
O -6.5398 -3.7575 0.1973 0.6 -0.2 -0.6
H 7.6944 7.2913 0.7151 0.0 0.0 0.0
H -1.9563 -2.7097 -2.7297 -0.7 0.3 -0.6
H -2.4163 -5.7382 -0.9150 0.0 0.2 -0.1
H -4.5958 -1.4875 0.3907 0.0 -0.4 0.5
H 0.9862 0.9695 3.6311 0.0 0.1 0.0
H 7.7624 8.6061 1.8955 -0.1 0.0 0.1
C 2.0070 0.6796 3.3823 0.0 -0.2 0.0
O 6.3342 7.1902 2.3120 2.1 -1.7 -1.3
H -3.8835 -3.3453 -4.2768 0.1 -0.2 0.2
H -3.9360 -3.2320 0.2154 -0.2 0.3 1.0
P -4.0859 -5.1147 -2.6888 1.6 -1.2 -2.9
H -2.8123 -0.7367 -1.2032 -0.3 -0.1 -0.4
H -3.6965 -6.9054 -1.0840 -0.1 0.1 0.1
H -2.1335 -3.6335 -1.3368 -0.5 -0.5 -0.2
H -5.1596 -1.6511 -2.0283 0.3 0.1 0.0
H 0.8871 4.1324 1.6464 0.2 -0.1 0.0
C -4.1177 -2.2475 -0.2150 0.4 0.4 -1.9
H -7.4639 -2.4477 -2.6707 -0.2 -0.1 -0.1
H -6.3383 -5.2468 -3.5699 0.1 -0.1 -0.3
C 6.1968 3.0109 2.3655 0.3 -0.4 0.1
P 5.8676 5.6158 2.2617 -5.1 0.5 2.4
C 7.6304 7.5347 1.7777 0.0 0.1 0.0
N -4.0244 -3.3393 -2.3310 -0.1 1.6 -0.2
H 5.2487 2.8243 2.8654 0.0 0.1 0.1
H -2.0268 -1.7837 -0.0875 0.4 -0.3 -0.4
H -6.2838 -5.9107 -1.9380 -0.2 -0.2 -0.1
C 3.7734 5.0732 0.6746 -0.1 0.2 0.1
N -7.6099 -2.9677 -1.8128 1.5 0.0 -0.7
H 4.2814 0.4610 -0.4874 0.0 0.0 0.0
C -5.7431 -5.8437 -2.8857 -0.4 0.9 1.7
H 6.9908 3.1073 3.1010 -0.1 0.0 0.1
H 3.3407 4.3361 1.3513 0.1 -0.1 0.0
H -7.9384 -3.8986 -2.0432 -0.9 0.2 0.3
H 2.9647 5.6361 0.2100 0.0 0.1 0.1
H 2.3367 -0.0781 4.0898 0.0 -0.1 -0.1
C -2.6541 -2.8649 -1.9159 2.2 -0.5 1.9
H 8.4231 7.0220 2.3259 0.0 0.0 0.0
H 6.4262 2.1758 1.7036 0.0 0.1 -0.1
O -4.1934 -2.6981 -3.6132 -0.7 -0.4 -0.2
H -0.2508 2.7845 1.7958 0.0 -0.2 -0.1
H -6.5950 -4.7061 0.0532 -0.3 -0.2 0.5
H 4.3490 4.5937 -0.1138 0.0 -0.1 0.0
C -3.0697 -6.2091 -1.6449 -0.6 -0.2 1.1
H 0.3113 3.3113 0.1895 -0.1 -0.1 0.0
C -4.9710 -2.5585 -1.4516 -0.9 1.2 1.2
O 2.0726 0.0776 2.0877 0.6 0.3 0.0
P 1.6402 0.8054 0.7145 -3.5 -3.4 3.5
O 1.7181 2.2936 1.3504 1.6 -0.1 -1.5
H 2.6802 1.5294 3.4504 -0.1 0.1 0.0
C -2.7970 -1.7668 -0.8561 -0.8 -0.1 0.5
H 3.8440 -0.9290 -1.4877 -0.1 -0.1 0.1
O 5.5630 5.3060 3.6736 0.7 -0.3 -0.1
O 2.3982 -0.3957 -0.1273 1.2 2.7 -0.9
B -6.4272 -3.0879 -1.0195 -0.4 -1.1 0.1